Record 1
# C3H7N4

A gas-phase ion, C3H7N4 (charge +1) (the ωB97M-V functional and the def2-TZVPD basis, OMol25).

The calculation puts the HOMO energy at -13.790 eV. Its SMILES is C[n+]1c[nH]nc1N. The calculation puts the LUMO energy at -3.30 eV. The value obtained for the gap between HOMO and LUMO is 10.49 eV. As for the net charge: +1.

Geometry as XYZ:
```
14
Properties=species:S:1:pos:R:3:forces:R:3:nbo_charge:R:1
C -1.62702 0.51874 0.00494 -0.788 0.039 0.011 -0.43
N -0.19469 0.38214 -0.00005 0.948 -0.235 -0.003 -0.32
C 0.72539 1.35861 0.00141 0.358 0.002 -0.003 0.25
N 1.91005 0.78165 0.00051 -0.850 0.569 0.004 -0.28
N 1.80835 -0.54996 -0.00176 0.049 -1.210 -0.007 -0.28
C 0.51724 -0.80767 -0.00166 0.621 1.006 0.008 0.53
N -0.03701 -2.01333 0.00586 -0.283 -0.379 0.006 -0.78
H -2.05347 0.04473 -0.88058 0.063 0.062 0.018 0.24
H -2.04576 0.05443 0.89939 0.063 0.059 -0.025 0.24
H -1.89133 1.57385 -0.00002 0.022 -0.062 -0.001 0.25
H 0.52383 2.41154 0.00281 -0.035 0.177 0.000 0.26
H 2.82909 1.20772 0.00159 -0.191 0.044 -0.002 0.46
H 0.56771 -2.81747 -0.00682 -0.050 -0.028 -0.003 0.44
H -1.03238 -2.14498 -0.02560 0.072 -0.044 -0.003 0.42
```
Forces are in eV/Å.


Record 2
# C3H7N4

A gas-phase ion, C3H7N4 (charge +1) (the ωB97M-V functional and the def2-TZVPD basis, OMol25).

The calculation puts the HOMO energy at -13.369 eV. Its SMILES is C/N=C/NN=C=[NH2+]. The calculation puts the LUMO energy at -3.45 eV. The value obtained for the gap between HOMO and LUMO is 9.91 eV. As for the net charge: +1.

Geometry as XYZ:
```
14
Properties=species:S:1:pos:R:3:forces:R:3:nbo_charge:R:1
C -2.49940 -0.64452 0.10174 -1.402 -2.151 -3.005 -0.45
N -1.17826 -0.21156 0.11940 1.979 1.421 0.106 -0.40
C -0.96105 1.03281 -0.07668 1.879 -6.534 1.198 0.21
N 0.39170 1.35478 -0.14192 -0.654 6.974 -0.213 -0.35
N 1.40552 0.64210 -0.03756 2.504 -3.398 0.142 -0.07
C 2.17464 -0.24276 0.03594 -2.771 2.969 -0.960 0.63
N 3.21007 -0.95300 0.06836 0.955 -1.341 -0.244 -0.74
H -2.76743 -1.55357 0.64421 0.460 0.554 0.811 0.24
H -3.12163 0.19624 0.25451 -1.511 0.430 0.301 0.18
H -2.68143 -1.08677 -0.96801 0.120 1.093 1.477 0.22
H -1.69831 1.70585 -0.22134 -1.818 2.907 -0.506 0.20
H 0.64036 2.41286 -0.10211 -0.673 -2.463 -0.322 0.42
H 3.55647 -1.06522 0.97816 1.066 -0.709 1.376 0.43
H 3.52874 -1.58725 -0.65469 -0.136 0.248 -0.161 0.46
```
Forces are in eV/Å.


Record 3
# C3H7N4

A gas-phase ion, C3H7N4 (charge +1) (the ωB97M-V functional and the def2-TZVPD basis, OMol25).

The calculation puts the HOMO energy (spin up / spin down) at -12.299 / -16.132 eV. Its expectation value of S² is 2.01. The multiplicity is 3. The calculation puts the LUMO energy (spin up / spin down) at -4.80 / -8.17 eV. The value obtained for the gap between HOMO and LUMO (spin up / spin down) is 7.50 / 7.96 eV. As for the net charge: +1.

Geometry as XYZ:
```
14
Properties=species:S:1:pos:R:3:forces:R:3:nbo_charge:R:1
C -0.70255 -0.84130 0.12372 -0.980 0.157 -0.237 -0.28
C 1.58162 0.55356 -1.18709 0.823 0.180 -0.142 0.28
C -1.13673 0.24395 1.12203 0.311 0.086 0.131 -0.62
N 0.70996 -1.12545 0.14575 -2.179 -1.372 1.646 -0.12
N -0.18602 2.19504 -1.05207 -2.440 2.555 0.211 0.22
N 1.63774 -0.53683 -0.47454 2.992 0.042 -1.137 -0.27
N 0.59718 1.41969 -1.23292 1.745 -1.449 -0.374 -0.10
H -0.98775 -0.55531 -0.89431 -0.029 -0.192 0.090 0.22
H 2.47254 0.79625 -1.75458 -0.211 0.038 -0.345 0.27
H -0.80877 0.00367 2.12917 0.018 -0.071 0.091 0.24
H -2.22131 0.29945 1.12683 -0.103 -0.085 -0.078 0.26
H -0.76199 1.23491 0.87317 -0.034 -0.140 0.169 0.21
H 1.02912 -1.92806 0.68775 0.017 0.349 0.158 0.43
H -1.22303 -1.75959 0.38711 0.069 -0.098 -0.183 0.25
```
Forces are in eV/Å.


Record 4
# C3H7N4O2

A gas-phase ion, C3H7N4O2 (charge +1) (the ωB97M-V functional and the def2-TZVPD basis, OMol25).

The calculation puts the HOMO energy at -14.845 eV. Its SMILES is C=C([NH+]=C(N)N)[N+](=O)[O-]. The calculation puts the LUMO energy at -4.53 eV. The value obtained for the gap between HOMO and LUMO is 10.31 eV. As for the net charge: +1.

Geometry as XYZ:
```
16
Properties=species:S:1:pos:R:3:forces:R:3:nbo_charge:R:1
C 0.53053 2.42950 -0.74535 1.287 -3.684 -0.662 -0.26
C 0.41032 1.09722 -0.63399 -3.803 -0.035 1.837 0.17
N -0.82981 0.33236 0.07486 -0.246 2.632 -1.890 -0.62
C -0.75621 -0.83530 0.77707 -0.082 1.823 -1.578 0.70
N -1.79670 -1.68020 0.87433 1.125 -2.814 0.626 -0.79
N 0.44061 -1.07977 1.30188 1.645 0.892 0.099 -0.74
N 1.33611 0.15526 -1.27801 -2.206 0.728 1.877 0.52
O 2.30842 0.64276 -1.66521 3.983 1.870 -2.192 -0.30
O 1.09803 -0.99793 -1.18016 -0.810 -2.801 -0.678 -0.38
H 0.02874 3.16092 -0.26943 -2.386 1.774 1.797 0.24
H 1.30399 2.85195 -1.32773 0.945 -0.172 -0.779 0.26
H -1.79329 0.70964 -0.25296 2.448 -1.161 0.799 0.45
H -1.45645 -2.65844 0.99325 -0.433 1.118 0.351 0.42
H -2.80839 -1.75230 0.70207 0.939 1.499 -0.384 0.47
H 0.75403 -2.02321 1.52915 -0.221 0.489 0.037 0.44
H 1.23008 -0.35246 1.10025 -2.185 -2.159 0.740 0.44
```
Forces are in eV/Å.


Record 5
# C3H7N4S2

A gas-phase ion, C3H7N4S2 (charge +1) (the ωB97M-V functional and the def2-TZVPD basis, OMol25).

The calculation puts the HOMO energy at -13.205 eV. Its SMILES is [NH3+]C(=S)NN1CSC=N1. The calculation puts the LUMO energy at -3.82 eV. The value obtained for the gap between HOMO and LUMO is 9.39 eV. As for the net charge: +1.

Geometry as XYZ:
```
16
Properties=species:S:1:pos:R:3:forces:R:3:nbo_charge:R:1
N 1.50820 -0.56671 1.34879 3.832 0.742 0.195 -0.76
C 1.66647 0.73059 0.51351 4.568 -0.770 1.868 0.18
S 3.06992 1.52166 0.52438 -0.475 -0.017 -0.269 0.09
N 0.49174 1.00715 0.05815 -1.698 2.042 -1.912 -0.45
N -0.36719 -0.06300 0.00408 -4.542 0.894 -0.556 -0.17
C -1.88826 0.34154 -0.01455 1.736 -0.044 1.499 -0.41
S -2.49451 -0.02750 -1.61894 -1.160 0.483 -0.582 0.37
C -1.13039 -1.01849 -1.87428 0.939 0.526 1.097 -0.07
N -0.13157 -0.87998 -1.07344 0.467 -2.001 -2.214 -0.32
H 2.08410 -1.40903 1.08127 -0.449 1.445 0.221 0.47
H 1.70641 -0.21904 2.29504 -0.258 -0.760 -0.135 0.46
H 0.57890 -0.63493 1.01502 -3.252 -1.856 0.844 0.43
H 0.42565 1.82357 -0.57243 -0.146 -0.662 0.241 0.44
H -2.39411 -0.28562 0.71229 0.076 -0.019 0.152 0.24
H -1.92794 1.37219 0.30493 -0.305 0.290 -0.124 0.25
H -1.19741 -1.69240 -2.70381 0.666 -0.291 -0.325 0.26
```
Forces are in eV/Å.


Record 6
# C3H7N5O

C3H7N5O in the gas phase (the ωB97M-V functional and the def2-TZVPD basis, OMol25).

The calculation puts the HOMO energy at -10.033 eV. Its SMILES is Nc1nnnn1CCO. The calculation puts the LUMO energy at 0.42 eV. The value obtained for the gap between HOMO and LUMO is 10.45 eV.

Geometry as XYZ:
```
16
Properties=species:S:1:pos:R:3:forces:R:3:nbo_charge:R:1
N -1.46722 -0.62048 -1.19985 -0.634 -0.478 2.052 -0.81
C -1.20014 0.60770 -0.56967 1.821 -3.848 0.600 0.47
N -1.54671 1.76334 -0.88414 -2.256 1.764 -2.592 -0.33
N -0.94423 2.61322 -0.09151 1.093 0.585 1.665 -0.07
N -0.21746 1.96108 0.74527 0.976 1.635 1.173 -0.06
N -0.30668 0.67537 0.48382 -1.285 -0.804 -0.670 -0.22
C 0.49723 -0.34944 1.15765 -4.936 -4.040 -2.023 -0.20
C 1.40940 -0.97891 0.21011 1.144 1.671 -2.423 -0.10
O 2.36355 -0.02173 -0.37952 0.464 -2.447 1.955 -0.71
H -1.93386 -1.17364 -0.45564 0.629 -0.151 -0.678 0.37
H -2.17710 -0.56200 -1.89975 -0.268 0.600 -0.709 0.39
H -0.13668 -1.27959 1.75300 0.964 2.557 -2.093 0.19
H 0.94518 -0.00225 1.94302 2.775 2.904 4.213 0.23
H 1.88102 -1.81002 0.60728 1.826 -1.044 1.436 0.20
H 0.93697 -1.47314 -0.59526 -1.255 -0.061 -1.085 0.19
H 1.89674 0.65047 -0.82481 -1.057 1.158 -0.822 0.47
```
Forces are in eV/Å.


Record 7
# C3H7NO

C3H7NO in the gas phase (the ωB97M-V functional and the def2-TZVPD basis, OMol25).

The calculation puts the HOMO energy at -8.169 eV. Its SMILES is C=C(N)OC. The calculation puts the LUMO energy at 0.96 eV. The value obtained for the gap between HOMO and LUMO is 9.13 eV.

Geometry as XYZ:
```
12
Properties=species:S:1:pos:R:3:forces:R:3:nbo_charge:R:1
C 1.91015 0.25057 0.24124 -0.057 0.005 -0.023 -0.59
C 0.58690 0.06385 0.21063 0.252 -0.047 0.050 0.47
N -0.08283 -0.96211 0.89260 0.029 0.071 0.130 -0.85
O -0.19547 0.87320 -0.55178 0.133 -0.013 0.087 -0.51
C -1.46639 0.40049 -0.96580 -0.266 -0.062 -0.080 -0.25
H 2.52104 -0.27405 0.96657 -0.095 -0.005 -0.153 0.20
H 2.38824 0.93633 -0.44545 -0.109 -0.011 0.106 0.22
H 0.56982 -1.54478 1.40062 -0.116 0.066 -0.048 0.38
H -0.82422 -0.64267 1.50640 0.054 0.005 -0.097 0.37
H -1.42237 -0.63256 -1.32199 0.016 0.138 0.025 0.19
H -2.20560 0.46934 -0.15706 0.114 -0.034 -0.115 0.17
H -1.77929 1.06239 -1.77597 0.046 -0.114 0.117 0.20
```
Forces are in eV/Å.


Record 8
# C3H7NO

C3H7NO in the gas phase (the ωB97M-V functional and the def2-TZVPD basis, OMol25).

The calculation puts the HOMO energy at -9.622 eV. Its SMILES is CNC(C)=O. The calculation puts the LUMO energy at 0.91 eV. The value obtained for the gap between HOMO and LUMO is 10.53 eV.

Geometry as XYZ:
```
12
Properties=species:S:1:pos:R:3:forces:R:3:nbo_charge:R:1
C -1.54099 -0.24347 -0.07417 0.095 1.333 0.710 -0.41
N -0.34132 -0.96829 0.25574 1.523 -0.476 -0.935 -0.63
C 0.96087 -0.52412 0.03812 -1.737 0.365 0.210 0.66
C 1.18381 0.93479 0.03256 -0.772 4.054 0.228 -0.74
O 1.87607 -1.29132 -0.08266 0.735 -0.871 -0.052 -0.60
H -1.30041 0.81886 -0.36714 -0.426 -1.168 0.598 0.20
H -2.14098 -0.27928 0.84993 -0.367 0.440 -0.704 0.20
H -2.06206 -0.67518 -0.91661 -0.243 -0.265 -0.118 0.20
H -0.35308 -1.94294 -0.00405 -0.216 -0.230 0.273 0.39
H 0.39565 1.64884 -0.63157 2.571 -2.203 1.401 0.22
H 1.05217 1.42175 1.06446 -0.069 -1.055 -1.160 0.24
H 2.27027 1.10035 -0.16461 -1.092 0.075 -0.453 0.25
```
Forces are in eV/Å.


Record 9
# C3H7NO

A molecular structure, C3H7NO (the ωB97M-V functional and the def2-TZVPD basis, OMol25).

The calculation puts the HOMO energy at -9.506 eV. The calculation puts the LUMO energy at 0.57 eV. The value obtained for the gap between HOMO and LUMO is 10.08 eV.

Geometry as XYZ:
```
12
Properties=species:S:1:pos:R:3:forces:R:3:nbo_charge:R:1
C 0.24770 0.09512 1.09035 0.900 0.089 2.497 -0.08
C 0.01817 0.24458 -0.33062 -1.075 -0.847 -2.994 -0.11
C -0.64282 -0.81449 -1.25029 0.554 -0.351 2.464 -0.27
H -0.09201 1.81676 2.33946 -2.891 -4.727 -2.326 0.46
H 0.31498 -0.94189 1.46362 -0.641 0.144 -0.374 0.18
H 1.24286 0.46120 1.33898 0.319 0.098 -0.328 0.17
H -0.23192 1.25880 -0.61169 0.367 0.220 -0.245 0.20
H -1.34008 -0.56140 -2.08284 1.028 -0.005 0.688 0.21
H -0.91710 -1.71003 -0.60547 0.177 0.911 -1.424 0.20
H 1.24447 -0.09736 -2.02423 -0.847 -0.589 0.949 0.36
N 0.83993 -0.61189 -1.20611 -0.484 0.854 -0.967 -0.60
O -0.68418 0.86060 1.87884 2.594 4.203 2.058 -0.71
```
Forces are in eV/Å.


Record 10
# C3H7NO

C3H7NO in the gas phase (the ωB97M-V functional and the def2-TZVPD basis, OMol25).

The calculation puts the HOMO energy at -8.568 eV. Its SMILES is C/N=C\OC. The calculation puts the LUMO energy at 0.91 eV. The value obtained for the gap between HOMO and LUMO is 9.48 eV.

Geometry as XYZ:
```
12
Properties=species:S:1:pos:R:3:forces:R:3:nbo_charge:R:1
C -0.32353 0.59491 1.65314 -0.219 -0.329 0.420 -0.43
N 0.14430 1.17261 0.45810 -0.026 0.017 0.200 -0.54
C 0.50927 1.01209 -0.72490 -0.238 0.327 1.131 0.40
O 0.54847 -0.02177 -1.62635 0.034 0.487 0.335 -0.52
C -0.00220 -1.29592 -1.25994 -0.046 0.007 0.135 -0.26
H -0.29102 1.41325 2.38320 -0.192 -0.444 0.211 0.20
H -1.35663 0.24611 1.57957 0.027 -0.181 0.056 0.20
H 0.32710 -0.20679 2.01519 -0.165 -0.119 -0.008 0.19
H 0.87353 2.01573 -0.91438 0.642 -0.474 -2.602 0.19
H 0.50859 -1.73353 -0.39429 -0.051 0.213 -0.086 0.18
H -1.07698 -1.22858 -1.05430 0.188 0.130 0.029 0.18
H 0.13909 -1.96811 -2.11504 0.047 0.366 0.178 0.20
```
Forces are in eV/Å.


Record 11
# C3H7NO

2 unconnected molecules or ions with the total composition C3H7NO (the ωB97M-V functional and the def2-TZVPD basis, OMol25).

The calculation puts the HOMO energy (spin up / spin down) at -8.637 / -8.636 eV. The calculation puts the LUMO energy (spin up / spin down) at -0.32 / -0.32 eV. The value obtained for the gap between HOMO and LUMO (spin up / spin down) is 8.32 / 8.32 eV.

Geometry as XYZ:
```
12
Properties=species:S:1:pos:R:3:forces:R:3:nbo_charge:R:1
C 0.55713 -0.61121 1.21294 -1.772 -0.410 0.412 -0.42
C -1.24209 0.24278 0.13278 1.101 -0.580 0.846 -0.48
C -0.40804 -0.06839 -0.99414 1.340 0.383 -0.564 0.60
O -0.48610 -0.94294 -1.84067 -0.971 -0.119 0.455 -0.62
N 0.79044 0.64891 -0.94079 0.703 0.570 -1.008 -0.88
H -0.08155 -0.44389 2.04940 0.106 -0.626 0.919 0.19
H 0.53006 -1.60176 0.77742 -0.140 -0.026 0.150 0.20
H 1.59222 -0.23789 1.35801 -1.163 0.575 -0.894 0.21
H -1.07587 1.15879 0.68613 -0.130 0.216 -0.501 0.21
H -2.27455 -0.11959 0.09596 0.555 -0.416 0.575 0.22
H 0.72873 1.64831 -0.84346 0.043 0.087 -0.031 0.38
H 1.36962 0.32688 -1.69357 0.328 0.345 -0.358 0.39
```
Forces are in eV/Å.


Record 12
# C3H7NO

C3H7NO in the gas phase (the ωB97M-V functional and the def2-TZVPD basis, OMol25).

The calculation puts the HOMO energy at -9.618 eV. Its SMILES is CC/C=N/O. The calculation puts the LUMO energy at 1.12 eV. The value obtained for the gap between HOMO and LUMO is 10.74 eV.

Geometry as XYZ:
```
12
Properties=species:S:1:pos:R:3:forces:R:3:nbo_charge:R:1
C 1.77649 -0.34404 -0.24077 0.150 0.538 -1.345 -0.62
C 0.57846 0.57975 0.18195 -0.360 -1.997 1.884 -0.45
C -0.73536 -0.24882 0.32400 -2.214 2.428 -0.190 0.04
N -1.78901 0.44090 -0.10664 2.725 -2.869 0.983 -0.16
O -3.01294 -0.28622 -0.02891 0.473 1.412 -1.017 -0.57
H 1.54361 -0.91302 -1.27883 0.710 0.991 2.727 0.22
H 2.13790 -0.96482 0.64737 -0.904 0.291 -1.512 0.22
H 2.63638 0.35542 -0.40941 -0.574 -0.705 -0.214 0.22
H 0.87799 0.93939 1.22303 -0.599 -0.060 -1.295 0.21
H 0.27548 1.41770 -0.45760 0.703 -0.240 0.043 0.24
H -0.85080 -1.23644 0.87661 0.267 1.173 -0.996 0.19
H -3.43821 0.26018 -0.73079 -0.378 -0.963 0.932 0.48
```
Forces are in eV/Å.


Taking the records one at a time from the top gives energy above the lowest of the compared OMol25 structures with the same formula, charge and spin values of 0.000, 3.938, 1.552, 4.492, 2.870, 2.902, 1.661, 1.070, 3.603, 2.789, 4.105, 3.293 eV.